Run P
C2H6OS in the gas phase, computed with ωB97M-V with the def2-TZVPD basis set.

## Properties
LUMO energy (alpha / beta)	0.88 / -2.64	eV
2S+1	3
frontier orbital gap (alpha / beta)	6.058 / 6.903	eV
E_HOMO (alpha / beta)	-0.1901 / -0.3505	Ha

Last column: Mulliken charge in e.
Atoms and positions in Å:
C -0.7819 0.8337 0.1710  -1.06
C 0.0262 -0.3267 -0.3368  -0.17
O -0.3685 -1.5498 0.0021  -0.50
S 2.1378 0.0213 0.3460  -0.12
H -0.6577 0.9359 1.2247  0.34
H -1.8781 0.5556 0.0149  0.28
H -0.5564 1.8864 -0.2279  0.29
H 0.2239 -0.2171 -1.4319  0.44
H -0.5944 -1.6589 0.9590  0.33
H 2.4492 -0.4804 -0.7210  0.18

***

Run Q
C2H6OS in the gas phase, computed with ωB97M-V with the def2-TZVPD basis set.

## Properties
LUMO energy (alpha / beta)	0.95 / -2.39	eV
2S+1	3
frontier orbital gap (alpha / beta)	4.943 / 8.582	eV
E_HOMO (alpha / beta)	-0.1467 / -0.4032	Ha

Last column: Mulliken charge in e.
Atoms and positions in Å:
C 0.5653 1.2006 0.2429  -0.79
C -0.2043 -1.3115 -0.1474  -0.70
O 2.0951 -0.7195 1.0110  -0.32
S 1.3561 -0.3654 -0.2628  0.05
H 0.2338 0.8173 1.2151  0.33
H -0.2774 1.6829 -0.2234  0.29
H 1.3684 1.9779 0.1520  0.27
H -0.1791 -2.3749 -0.3990  0.34
H -0.8248 -0.8278 -0.8072  0.23
H -0.3566 -1.0753 0.9098  0.28

***

If you had to bet on the most stable structure above, which would it be? Bet on run P.